# 1
Density functional theory data (wB97M-V/def2-TZVPD) for a structure of composition C25H28Br2N7V.

Summary:
Charge = +1
Orbital gap (alpha / beta) = 7.067 / 7.531 eV
2S+1 = 4
E_HOMO (alpha / beta) = -0.350 / -0.370 Eh

Each line ends with the Mulliken spin population.
CARTESIAN COORDINATES (ANGSTROEM)
1 V 0.0886 0.2047 -0.0421  3.135
2 C -5.1811 1.4925 -2.0336  0.001
3 C -5.7774 1.8896 -0.7124  -0.003
4 C -7.1533 1.7839 -0.5092  0.000
5 C -7.7494 2.1839 0.6734  0.000
6 C -6.9722 2.7059 1.6989  0.000
7 C -5.6022 2.7937 1.5344  0.002
8 C -5.0086 2.3861 0.3428  0.000
9 N -3.5922 2.4983 0.2160  0.011
10 C -2.7398 1.4268 0.1910  0.114
11 N -3.3009 0.2112 0.2593  -0.013
12 C -2.7320 -1.0990 0.1396  0.041
13 C -1.3629 -1.3118 -0.0411  -0.140
14 C -0.9877 -2.6583 -0.1534  -0.144
15 C -1.8826 -3.7088 -0.0848  -0.004
16 C -3.2295 -3.4402 0.1134  0.027
17 C -3.6815 -2.1353 0.2294  -0.012
18 C -5.1468 -1.8719 0.4558  -0.001
19 N -1.4458 1.5977 0.1122  -0.042
20 C -0.8890 2.9033 0.0193  -0.107
21 C -0.2740 3.4450 1.1495  0.032
22 C 0.3723 4.6703 1.0871  0.007
23 C 0.4071 5.3629 -0.1127  0.006
24 C -0.2085 4.8292 -1.2347  0.008
25 C -0.8647 3.6017 -1.1989  -0.057
26 C -1.5568 3.0809 -2.4269  -0.003
27 H -5.8697 1.7363 -2.8415  0.000
28 H -4.9792 0.4203 -2.0847  0.000
29 H -4.2399 2.0082 -2.2165  -0.002
30 H -7.7671 1.3984 -1.3144  0.000
31 H -8.8210 2.0973 0.7921  0.000
32 H -7.4288 3.0301 2.6240  0.000
33 H -4.9750 3.1711 2.3328  0.000
34 H -3.1687 3.3718 0.4910  0.001
35 H -4.2988 0.2278 0.4021  -0.004
36 H 0.0637 -2.8983 -0.3036  0.011
37 H -1.5415 -4.7320 -0.1774  -0.001
38 H -3.9449 -4.2508 0.1804  0.002
39 H -5.6958 -2.8095 0.5130  0.000
40 H -5.5979 -1.2880 -0.3521  0.000
41 H -5.3323 -1.3353 1.3919  0.000
42 H -0.3180 2.8883 2.0778  0.008
43 H 0.8388 5.0811 1.9726  0.000
44 H 0.9064 6.3206 -0.1755  0.000
45 H -0.1905 5.3816 -2.1676  0.000
46 H -0.9445 3.2376 -3.3166  0.001
47 H -2.4986 3.6107 -2.5870  0.000
48 H -1.7771 2.0180 -2.3449  0.011
49 Br 0.5284 -0.1529 2.6874  0.025
50 C 2.4054 -0.3682 2.3350  0.015
51 Br 2.7072 -0.5327 0.4254  0.019
52 H 2.7504 -1.2783 2.8086  -0.002
53 H 2.9374 0.5092 2.6780  -0.001
54 N 1.5879 2.4549 -4.4270  0.004
55 C 1.1436 1.3811 -5.1065  0.002
56 N 1.2588 1.3783 -6.4378  0.004
57 N 0.5600 0.3209 -4.5532  0.006
58 C 0.4852 0.3322 -3.2481  0.116
59 N 0.3939 0.3161 -2.0925  -0.074
60 H 2.1408 3.1633 -4.8763  0.000
61 H 1.5944 2.4309 -3.4197  0.001
62 H 1.6737 2.1343 -6.9504  0.000
63 H 0.9073 0.5786 -6.9362  0.000

=====

# 2
Density functional theory data (wB97M-V/def2-TZVPD) for a structure of composition C13H18F3N4O2Ru.

Summary:
Charge = +2
Orbital gap (alpha / beta) = 9.290 / 8.267 eV
2S+1 = 2
E_HOMO (alpha / beta) = -0.605 / -0.608 Eh

Each line ends with the Mulliken spin population.
CARTESIAN COORDINATES (ANGSTROEM)
1 Ru -0.5251 0.4285 -0.0245  0.870
2 C 1.8478 -0.9775 -1.1973  0.000
3 C 0.7908 -2.0270 -0.9500  -0.002
4 N -0.5476 -1.3970 -1.1662  0.046
5 C -1.6474 -2.2644 -0.6542  -0.021
6 C -1.9502 -1.8809 0.7747  0.021
7 C -2.9855 -2.4049 1.5199  0.005
8 C -3.1898 -1.9237 2.8055  0.004
9 C -2.3454 -0.9483 3.3286  0.001
10 C -1.3232 -0.4777 2.5411  0.005
11 C -0.3132 0.5609 2.9376  0.002
12 N 0.1286 1.3602 1.7467  0.036
13 C 1.6136 1.4960 1.6872  0.003
14 C 2.1718 0.2427 1.0267  0.004
15 N 1.5594 0.2013 -0.3296  0.005
16 N -1.1333 -0.9466 1.2905  -0.049
17 H 1.7654 -0.6323 -2.2297  -0.001
18 H 2.8633 -1.3490 -1.0578  0.000
19 H 0.8139 -2.3862 0.0794  0.004
20 H 0.9250 -2.8877 -1.6071  -0.002
21 H -0.6900 -1.2078 -2.1567  0.000
22 H -1.3386 -3.3116 -0.7005  0.000
23 H -2.5297 -2.1598 -1.2847  -0.005
24 H -3.6345 -3.1578 1.0939  0.000
25 H -4.0175 -2.2936 3.3960  0.000
26 H -2.4943 -0.5532 4.3237  0.000
27 H 0.5676 0.0477 3.3281  0.000
28 H -0.6794 1.2165 3.7253  0.000
29 H -0.3137 2.2767 1.7757  -0.004
30 H 2.0401 1.6648 2.6762  -0.001
31 H 1.8388 2.3736 1.0784  -0.001
32 H 1.8782 -0.6641 1.5572  0.000
33 H 3.2619 0.2740 0.9838  -0.001
34 H 1.9167 1.0189 -0.8239  -0.001
35 F -2.0313 1.0601 -2.5413  0.001
36 C -1.9038 2.1750 -1.8056  -0.016
37 F -2.0808 3.2237 -2.5329  0.000
38 F -0.5270 2.1695 -1.4060  0.000
39 C -2.7686 2.1092 -0.5113  0.005
40 O -3.7484 2.7626 -0.3966  0.024
41 O -2.2544 1.2999 0.4099  0.067

=====

# 3
Density functional theory data (wB97M-V/def2-TZVPD) for a cluster of 11 separate species, C26H75NO22 in total in a non-equilibrium geometry.

Summary:
Charge = +1
Orbital gap (alpha / beta) = 8.062 / 2.414 eV
2S+1 = 2
E_HOMO (alpha / beta) = -0.396 / -0.396 Eh

Each line ends with the Mulliken spin population.
CARTESIAN COORDINATES (ANGSTROEM)
1 C 1.3868 2.9120 -1.2505  0.002
2 O 0.7116 4.0775 -1.6371  0.011
3 C -0.3984 4.4859 -0.7948  0.018
4 C -0.9780 5.6934 -1.4072  0.023
5 N 0.0323 6.7723 -1.2292  0.727
6 C -0.4523 8.0708 -1.5842  0.072
7 C -1.4576 8.7208 -0.7211  0.035
8 O -2.5319 9.4042 -1.4279  -0.001
9 C -3.0092 10.5767 -0.8021  0.000
10 H 0.7352 2.0536 -1.0868  -0.001
11 H 1.8315 3.1657 -0.2882  0.001
12 H 2.1078 2.5903 -2.0020  0.000
13 H 0.0897 4.6228 0.1702  0.006
14 H -1.1767 3.8222 -0.4182  0.009
15 H -1.9436 5.8907 -0.9417  0.008
16 H -1.2496 5.4846 -2.4420  0.031
17 H 0.6707 6.4902 -1.9593  -0.017
18 H -1.0502 7.9642 -2.4893  0.074
19 H 0.3274 8.7503 -1.9285  0.002
20 H -0.9708 9.3726 0.0043  0.005
21 H -1.9226 7.9441 -0.1140  -0.004
22 H -4.0531 10.7925 -1.0296  0.000
23 H -2.4924 11.4851 -1.1119  0.000
24 H -3.0599 10.6136 0.2861  0.000
25 C -0.7571 2.2304 2.2243  0.000
26 C 0.2265 2.4584 3.4007  0.000
27 O 1.1628 3.4687 3.2159  0.000
28 O -1.7000 3.3846 2.2899  0.000
29 H -1.2036 1.2374 2.2758  0.000
30 H -0.2662 2.2671 1.2519  0.000
31 H 0.7629 1.5292 3.5928  0.000
32 H -0.4937 2.5943 4.2076  0.000
33 H 0.7484 4.3141 3.4031  0.000
34 H -1.1373 4.1378 2.4843  0.000
35 C -2.2980 1.2845 -2.2235  -0.004
36 C -3.3535 1.8126 -3.2304  0.000
37 O -4.2993 2.6602 -2.5677  0.000
38 O -2.8882 0.2999 -1.3317  0.000
39 H -1.7036 2.0448 -1.7169  0.001
40 H -1.6339 0.7521 -2.9043  0.000
41 H -3.8125 0.9625 -3.7349  0.000
42 H -2.7798 2.3804 -3.9630  0.000
43 H -4.2836 2.3188 -1.6705  0.000
44 H -2.1098 0.0107 -0.8500  0.000
45 C 0.5072 -1.1708 5.8362  0.000
46 C -0.0936 -1.5779 4.4729  0.000
47 O 0.0214 -0.6781 3.4086  0.000
48 O 1.8108 -0.9023 5.5632  0.000
49 H 0.3377 -1.8898 6.6376  0.000
50 H 0.1534 -0.1522 5.9958  0.000
51 H -1.1369 -1.8182 4.6775  0.000
52 H 0.3771 -2.4881 4.1013  0.000
53 H 0.9089 -0.5337 3.0723  0.000
54 H 1.9225 -0.0360 5.9615  0.000
55 C -3.1720 -5.0788 -1.4259  0.000
56 C -2.9622 -4.3985 -2.7950  0.000
57 O -4.1027 -4.7213 -3.5892  0.000
58 O -2.8587 -6.4843 -1.4411  0.000
59 H -4.2389 -5.0175 -1.2109  0.000
60 H -2.4358 -4.7469 -0.6938  0.000
61 H -2.0387 -4.6405 -3.3210  0.000
62 H -2.8702 -3.3348 -2.5756  0.000
63 H -3.9050 -4.4129 -4.4765  0.000
64 H -3.5630 -6.9105 -1.9349  0.000
65 C 2.1878 -5.9253 -1.5656  0.000
66 C 0.7270 -6.3182 -1.8314  0.000
67 O 0.5602 -6.1867 -3.2903  0.000
68 O 2.1554 -4.4698 -1.2360  0.000
69 H 2.7674 -6.0538 -2.4797  0.000
70 H 2.6098 -6.3440 -0.6519  0.000
71 H -0.0510 -5.6913 -1.3955  0.000
72 H 0.4174 -7.3624 -1.7885  0.000
73 H 1.2695 -6.5809 -3.8032  0.000
74 H 2.9273 -4.3874 -0.6712  0.000
75 C 3.8522 1.1386 2.7398  0.000
76 C 4.2235 1.8973 4.0972  0.000
77 O 3.1501 2.4718 4.7920  0.000
78 O 2.9918 0.0722 3.1872  0.000
79 H 4.7619 0.8668 2.2046  0.000
80 H 3.2129 1.8020 2.1573  0.000
81 H 4.8762 2.7627 3.9826  0.000
82 H 4.8529 1.3712 4.8149  0.000
83 H 2.4100 2.4837 4.1807  0.000
84 H 3.2411 -0.2488 4.0569  0.000
85 C -3.9679 -1.7744 2.3319  0.000
86 C -4.2080 -2.6064 1.1003  0.000
87 O -4.7077 -3.8949 1.5154  0.000
88 O -5.2953 -1.2364 2.5456  0.000
89 H -3.2351 -1.0145 2.0605  0.000
90 H -3.6910 -2.3342 3.2253  0.000
91 H -3.1906 -2.8402 0.7866  0.000
92 H -4.6723 -2.1352 0.2340  0.000
93 H -5.6532 -3.7992 1.6511  0.000
94 H -5.4941 -0.4886 1.9774  0.000
95 C 1.9057 -2.7111 -3.9655  0.000
96 C 1.2836 -3.6509 -5.0946  0.000
97 O 1.1021 -3.0521 -6.3795  0.000
98 O 3.3040 -2.7822 -4.0680  0.000
99 H 1.5643 -2.9899 -2.9686  0.000
100 H 1.6263 -1.6899 -4.2248  0.000
101 H 0.2580 -3.8413 -4.7784  0.000
102 H 1.8281 -4.5944 -5.1332  0.000
103 H 0.4799 -3.6591 -6.7869  0.000
104 H 3.5935 -3.6629 -3.8188  0.000
105 C 0.2344 -2.1311 0.1964  0.000
106 C 0.9356 -1.0210 -0.5804  0.000
107 O 1.4820 -0.1379 0.3145  0.000
108 O -0.9292 -1.7508 0.9150  0.000
109 H 0.8748 -2.5729 0.9598  0.000
110 H -0.1490 -2.9622 -0.3955  0.000
111 H 0.1436 -0.5743 -1.1814  0.000
112 H 1.7065 -1.3941 -1.2547  0.000
113 H 2.3218 -0.4589 0.6510  0.000
114 H -0.6692 -1.3926 1.7669  0.000
115 C 4.9359 -2.4460 0.9859  0.000
116 C 4.8231 -3.3778 -0.1387  0.000
117 O 4.1551 -4.5337 0.3478  0.000
118 O 3.6837 -1.9987 1.4301  0.000
119 H 5.5618 -1.6310 0.6225  0.000
120 H 5.4804 -2.9224 1.8011  0.000
121 H 5.8574 -3.6107 -0.3916  0.000
122 H 4.3744 -2.9339 -1.0273  0.000
123 H 3.4305 -4.1970 0.8799  0.000
124 H 3.7838 -1.4045 2.1774  0.000